ORCA calculation (ωB97M-V/def2-TZVPD) on a cluster of 12 separate species, C75H160F18N6O17 in total in a non-equilibrium geometry.

Output
total energy	-6357.43091	hartree
LUMO energy	-1.7	eV
frontier orbital gap	1.84	eV

```
! RIJCOSX wB97M-V def2-TZVPD def2/J DEFGRID3
* xyz 0 1
F 4.32265 -2.44055 -7.79448
H -5.76458 7.24544 -5.18382
H -4.76930 4.22852 -12.33619
C 11.59618 -3.21907 3.50742
H -4.20691 -2.14130 8.59775
H 5.99079 -6.23835 -9.14530
H 3.06816 5.55035 3.65072
H -3.56639 8.46865 -3.38277
H 7.43576 -1.98005 8.16892
O 2.15571 3.81992 3.82557
H -3.26955 1.03704 -0.52220
O -8.47424 2.36557 -0.18080
H -3.21172 6.39579 -7.56520
H -6.89709 -4.61716 -4.18160
C 5.03575 -3.46792 9.54571
H -1.72534 4.66838 8.03909
H -9.90818 3.27962 -1.30624
H -6.38787 -6.58869 -7.65243
O 6.02610 -4.40278 7.68191
H 1.26626 5.06610 -0.16885
H 3.80160 6.45844 1.00729
N 10.62286 -4.16420 -0.61203
C -2.59950 -4.77381 -7.62246
H -4.06313 7.44158 5.84929
H -1.95240 -1.35748 -0.89929
O 2.07825 -1.75105 0.92224
H 7.09577 -5.01742 -8.88171
H -4.16342 -7.30715 -4.85964
H 4.17543 -3.01223 9.05552
C -4.05794 -5.30493 -7.78069
H -4.77735 6.29550 6.96382
C 5.65594 -4.71898 8.93816
H -1.84385 -5.23953 -9.73269
H -2.04864 -5.60296 -7.17842
H 4.62942 -3.71521 10.52644
C 5.28230 -1.46198 10.72947
H -2.96889 10.01121 -7.81748
C -3.95343 8.13590 7.99915
C -5.36439 6.87503 -6.12760
H -0.40294 1.59166 -1.66241
F 5.19049 5.47312 2.92984
H -3.39722 -1.54279 6.39304
C 5.50873 -3.05141 -5.77461
H 4.28473 -1.31625 10.31511
H -3.61218 7.67017 -9.70878
C -3.16958 -8.05791 -6.60271
H 12.49772 -3.15089 -0.37641
H 8.13331 -3.36553 10.10972
H 0.84005 -0.87958 2.27943
H -1.25388 7.80269 7.20921
C -1.72784 -4.53799 -8.90656
H -4.04158 7.56145 8.92129
H 7.90114 -1.87784 10.95673
H -1.79858 -3.49709 -9.22217
H 7.94787 -4.18584 12.27884
H 10.62073 -3.25714 -2.77174
C 12.53557 -5.85897 0.20368
H -1.27277 -1.17035 1.76283
H -0.64283 -2.16503 -0.29659
C -4.80006 3.23670 -11.88512
H 10.30359 -6.21143 -0.45621
F -3.80217 -5.60314 3.83933
C 7.39417 -2.80195 10.67906
H -0.77440 -0.55425 -2.87789
H -3.35138 11.27873 -6.76233
C -4.32614 9.38238 -6.11703
H 12.64172 -6.75352 0.81738
H -1.71279 5.73127 10.32921
C -3.42693 7.46297 -7.61899
C 3.10553 4.59850 3.12093
F 4.96761 3.54964 1.97608
H -2.84545 2.07638 -1.92389
C -1.47881 7.95083 5.15729
C -1.38172 7.05980 6.42189
H -2.98249 8.63004 8.03387
H -0.60882 10.32593 -7.29941
H -5.63462 -7.37786 5.02443
C 6.05115 -5.25451 -8.67999
C -5.22700 -5.88844 1.80795
H 11.88602 -1.58562 1.47728
H 5.92693 -0.77754 6.76764
C -2.06701 -8.87152 -6.02715
H -2.84061 -6.19926 -5.50495
C -1.08097 1.29069 -0.86379
H -3.15843 -0.90765 9.38877
H 1.56197 0.36193 -0.45212
H -3.27012 5.47290 4.81448
F -2.86372 -5.55606 2.03979
H -8.36979 2.12954 -2.73127
O -6.42795 -5.96791 2.67534
H 2.16294 6.38336 -0.97366
H -5.24323 -6.64916 1.02747
O 11.64484 -3.51115 2.05393
O 6.48594 -2.11001 -5.35413
H -5.36676 2.59669 -12.56139
F -6.26601 3.78906 0.68689
H -1.13088 -7.49787 -4.75668
H -3.93582 -6.09416 -8.52253
H 10.58169 -5.58274 1.02262
C 9.87592 -5.28436 -2.90686
C -2.11565 10.10505 4.45897
H 7.26212 -5.92054 7.09603
C -1.70276 6.35719 9.43690
F 5.09954 3.78949 4.25340
H 10.27031 -2.12830 1.40060
H 5.17709 -3.64967 -4.92596
N 6.11327 -2.36680 9.86230
H -1.08017 10.24855 4.15029
C -7.44899 4.26786 0.96040
H 4.61035 -5.33729 -7.17122
H 10.65418 -2.90988 3.96035
O 2.63573 4.81088 1.84339
F -7.32801 5.13556 1.91562
H 11.95069 -4.01796 4.15873
H 4.87562 -0.33917 8.13543
H -9.40417 3.72171 1.09039
F -0.64526 1.70779 -7.83473
H -5.25896 5.81418 -5.90041
H -1.25358 1.70815 -10.51929
F -6.73774 0.13052 11.27159
H 6.50783 -3.27401 12.69415
H -2.49558 7.99936 -7.43738
H -2.80798 2.82806 -12.41779
H -4.71535 -4.53258 -8.17991
H -4.15191 -4.65254 -4.74860
F 3.22713 -3.42181 -6.33392
O -5.53653 -4.60051 1.25611
N -2.67297 6.24784 6.83828
H -2.08072 7.37479 9.53558
F 3.61028 -1.45753 -5.91320
C -0.83842 10.42630 -6.23861
C 10.70579 -4.21309 -2.25499
F -6.44402 -1.64664 9.95464
C 4.61457 4.27537 3.07423
H -2.52057 -0.14374 1.05642
H -6.09313 -7.66742 -6.20131
C -0.86566 -1.27453 -0.88434
C -3.18460 10.20156 -6.76613
H 6.49126 -4.68301 11.62947
H -3.48433 1.53608 -11.43463
C 4.16510 -2.49223 -6.47728
H -6.46369 -8.06241 2.76413
H -10.46864 1.70177 -0.64039
C -2.35252 5.53047 8.26612
C 9.11280 -4.02642 -0.21156
H -2.28563 -9.47514 -5.14627
H -2.66697 7.09737 -3.07818
H -4.42809 9.50200 -5.03842
H -7.64393 -5.25045 -6.42166
H -2.01048 -1.91953 7.50044
O -2.73306 3.12534 -10.39892
C -3.05718 7.28298 -5.21517
H -3.40116 5.25482 8.37794
H 3.53606 -3.11711 0.87281
H 13.09586 -5.08289 0.72510
C -7.05019 -5.94302 -5.82506
C -0.22506 -1.27301 -2.26983
H -5.27117 9.50404 -6.64639
C 10.98515 -5.50209 0.01325
H -2.57653 -3.97525 -6.88092
O -6.46731 1.41596 8.60747
H -4.38517 6.88193 -3.55926
H 5.58124 -6.08204 6.70275
O -2.29334 9.08375 5.45256
H 6.46665 -5.17006 9.51034
F -2.40141 0.74314 -8.53069
H -4.94222 6.85668 -8.94096
C -6.89069 -7.17906 3.23895
H -4.80358 8.66787 -8.85505
H 13.01713 -5.95062 -0.76987
C 0.89617 0.29316 0.40816
H -4.00174 -8.76151 -6.57892
C -2.85537 -1.26186 7.29613
O -2.09789 9.82292 -5.87171
H -2.79449 9.90539 3.62986
H 8.74956 -3.11498 -0.68635
H 2.81177 4.68525 -0.68853
C 11.29390 -2.47312 1.25408
H -2.06264 4.49655 5.71302
C -0.78793 -8.13219 -5.57406
H 6.56065 -4.87125 5.78720
F -4.76984 -0.77549 11.20017
H 5.75346 -0.47959 10.76098
F -7.69964 4.97691 -0.13248
C 6.63071 -1.50301 8.72787
H 0.00097 -8.81679 -5.26249
C -6.30968 -5.36067 -4.72033
H -2.40564 -0.27887 7.15620
C -5.51457 0.58793 9.30310
H -6.16314 -6.06200 -3.89888
C 11.44291 -2.95376 -0.18508
O -4.62612 0.08242 8.26278
N -4.07361 7.79252 -6.22657
H -9.97173 1.35992 -2.85704
C -3.46641 7.44172 -3.73425
H -0.84167 11.47203 -5.93115
C 3.15734 -2.38408 1.58509
C 5.50597 -1.12138 7.71244
C 7.02793 -3.76584 11.87214
H -4.68955 8.93630 7.92438
H 5.10933 -2.03282 11.64180
C -4.27604 7.71409 -8.84539
N -4.66102 -5.94091 -6.43179
C 5.67356 -5.09724 -7.16157
H 5.57150 -4.50023 -9.30377
C -6.65364 -7.18144 4.69109
H 9.15300 -3.99646 0.87728
H 0.77308 1.28100 0.85216
H -0.61002 6.29394 6.34419
H -2.91353 6.23624 -5.48309
C -2.94343 5.13310 5.79728
C 1.57665 -0.55214 1.54573
H 10.04019 -5.28749 -3.98441
C -4.00502 7.05868 6.86817
C 2.79862 6.03744 1.07713
C -5.02142 -4.84115 -5.37827
H -0.66932 6.53674 9.14046
F -2.38215 2.64827 -7.51175
H 4.88834 -5.49224 8.96930
C -9.61668 2.27159 -1.01129
H -0.49360 8.31497 4.86601
H -1.28817 0.60200 2.05385
H -7.67761 -6.74979 -5.44614
H 4.91390 -1.98841 7.41951
H -7.07872 -6.30220 5.17520
H -5.37014 3.30818 -10.95883
H 5.98246 -5.93728 -6.53946
C 2.24368 5.53040 -0.29983
H -0.42575 -7.36149 -6.25447
H -2.02512 7.60898 -5.34438
H -3.69462 4.44748 6.18939
C 6.39535 -5.35866 6.74803
H 12.25662 -2.41318 3.82756
C -6.09628 -6.65464 -6.60423
C -1.46560 -0.19025 1.32656
H 8.82415 -5.09491 -2.69238
H -0.25529 -2.18965 -2.85884
H 10.17901 -6.28815 -2.60917
H 11.78209 -4.36338 -2.33925
C -8.50386 3.11174 1.01632
H -0.69346 -4.63844 -8.57780
H 2.80297 -2.85991 2.49948
O 6.29183 -3.82718 -6.67329
C -1.81003 1.95485 -8.48160
N -0.59515 0.01212 -0.01854
C -1.55237 2.56549 -9.91613
H 8.50721 -4.84032 -0.61023
H -6.00205 7.07152 -6.98950
H 2.11769 6.79734 1.46054
H 0.81481 -0.95500 -2.34504
H -4.89807 1.33817 9.79820
H -1.83444 -9.59213 -6.81119
H -1.13912 2.03594 -0.07049
H 11.20262 -2.09616 -0.81345
H -2.90919 -7.87357 -7.64498
H -5.38701 -3.96888 -5.92012
C -3.66233 -6.87976 -5.72817
C -9.09994 1.50327 -2.21866
H -2.24228 11.00967 5.05372
H -7.19236 -7.98988 5.18534
H -0.06162 9.87593 -5.70778
H 7.12478 -0.58112 9.03464
C -3.93491 -6.04225 2.64278
H 2.35808 -0.00492 2.07301
H -8.67717 0.50900 -2.07449
F -3.61517 -7.25916 2.86056
H -1.88994 7.34970 4.34629
H -2.62392 0.35209 -2.01026
C -3.81529 -1.12535 8.54661
H -7.97098 -7.18158 3.09379
O -0.63530 3.59132 -9.93801
C -2.56183 1.20474 -1.33406
O -8.57215 2.18445 2.07012
H 3.97740 -1.67233 1.68007
C -5.85571 -0.51205 10.45497
C -3.40216 2.61893 -11.52822
*
```